Entry 1:
Below is C22H28N2O5 in the gas phase, with properties calculated with the ωB97M-V functional and the def2-TZVPD basis.

Output
Energy above the lowest of the compared OMol25 structures with the same formula, charge and spin: 16.2 kcal per mole
Frontier orbital gap: 8.89 eV

The geometry in ORCA input format:
```
! wB97M-V def2-TZVPD RIJCOSX def2/J DEFGRID3
* xyz 0 1
O 0.1143 -0.8936 -3.8268
O 1.6628 -1.8748 6.0267
O -0.4913 -0.9543 0.1818
O 1.0135 -3.0044 4.2403
O -2.7226 0.6144 -1.7774
N -0.5579 1.2044 -1.6591
N -1.2605 0.1251 -5.2680
C 0.3411 -4.3204 2.4564
C 0.2362 3.1792 2.0363
C -0.8586 2.5279 -2.1601
C 0.5424 -3.0440 2.9762
C -0.3738 -5.8359 0.5901
C 1.4572 1.3853 -3.0332
C -1.5666 0.3207 -1.5328
C 0.9636 -0.6174 4.1568
C 0.3685 1.4990 -4.1047
C -0.6501 2.5736 -3.6828
C 0.4527 4.4847 2.7914
C -1.2083 -1.0776 -1.0315
C -0.2291 -2.0672 0.9143
C 0.5186 1.9617 2.9159
C 0.2458 0.6718 2.1490
C 1.2438 -1.8250 4.8954
C 0.5045 -0.6087 2.8828
C -0.1426 -4.4790 1.1758
C -0.4249 -3.3436 0.4182
C -0.2694 0.1300 -4.3528
C 0.8544 0.9067 -1.6967
C 0.2688 -1.8818 2.2320
H -0.7938 3.1339 1.6750
H 1.1540 0.2903 4.7029
H -2.1514 -1.6143 -0.8746
H -1.4350 -5.9835 0.3931
H 0.5717 -5.1662 3.0835
H -0.0347 -6.6140 1.2676
H 0.8562 0.6606 1.2432
H -1.7452 -0.7391 -5.4444
H 0.1560 -5.9359 -0.3557
H 1.4790 4.5555 3.1453
H 1.0075 -0.1623 -1.5845
H -1.8925 2.7626 -1.9051
H -0.1173 2.0092 3.8019
H -0.6233 -1.5912 -1.8064
H -0.7954 0.6715 1.8176
H 0.2511 5.3388 2.1489
H -1.6072 0.9620 -5.7001
H -0.7965 -3.4801 -0.5845
H 1.3498 1.4181 -0.8628
H 1.9293 2.3617 -2.9142
H 2.2175 0.6754 -3.3569
H 0.8276 1.7954 -5.0547
H 1.5607 1.9926 3.2405
H -0.2834 3.5599 -3.9712
H 0.8938 3.1539 1.1634
H -0.2094 4.5405 3.6524
H -1.6062 2.4134 -4.1804
H -0.1955 3.2340 -1.6536
*
```

Entry 2:
Below is C22H28N2O6 in the gas phase, with properties calculated with the ωB97M-V functional and the def2-TZVPD basis.

Output
Energy above the lowest of the compared OMol25 structures with the same formula, charge and spin: 16.2 kcal per mole
Frontier orbital gap: 9.01 eV

The geometry in ORCA input format:
```
! wB97M-V def2-TZVPD RIJCOSX def2/J DEFGRID3
* xyz 0 1
O 2.0552 3.8314 1.6996
O -3.1587 -2.6916 1.1412
O -4.2038 0.6382 -1.1454
O 4.1210 1.5703 -0.0379
O -4.6699 2.3114 0.2815
O 3.2614 -0.1611 -1.7627
N 1.6993 2.6405 -0.2255
N -0.3952 -2.3395 1.8163
C -1.5497 1.3275 -1.2746
C -1.8983 2.8310 0.5699
C -0.1975 1.5890 -1.2218
C 0.9892 -2.7961 1.7566
C 4.2020 -2.2472 -2.6299
C 2.4578 3.1687 0.7731
C -0.9394 -1.9100 0.5384
C 3.1343 -1.1658 -2.7491
C 1.9349 -1.7027 1.3263
C 3.9417 2.8109 0.6058
C -5.9751 -0.5395 0.0633
C 2.2630 -1.5539 -0.0173
C -2.4191 -1.5765 0.7145
C 2.3707 -0.7544 2.2364
C 3.4256 0.4970 0.4797
C -0.5456 3.0935 0.6309
C -5.5830 0.2647 -1.1684
C -3.8715 1.6741 -0.3618
C -2.4138 1.9413 -0.3701
C 2.9894 -0.4602 -0.4580
C 0.3182 2.4626 -0.2620
C 3.1156 0.3359 1.8180
H -2.5815 3.3084 1.2555
H 2.1285 -1.6058 -2.7287
H -5.8872 0.0805 0.9517
H -2.8474 -1.2568 -0.2370
H 4.4244 3.5499 -0.0411
H 2.2115 2.1398 -0.9448
H 4.1120 -2.7780 -1.6851
H 0.4765 1.1114 -1.9194
H 1.9117 -2.2944 -0.7188
H 2.1238 -0.8573 3.2826
H 5.1892 -1.7947 -2.6769
H 1.0287 -3.6369 1.0588
H -5.6951 -0.3277 -2.0790
H -0.4229 -1.0343 0.1126
H 1.2530 -3.1580 2.7536
H -0.1480 3.7718 1.3670
H -2.5206 -0.7490 1.4351
H 3.4377 1.0665 2.5425
H 3.2531 -0.6262 -3.6928
H -6.1922 1.1723 -1.2364
H 4.4242 2.8505 1.5894
H -0.8427 -2.7479 -0.1587
H -1.9453 0.6493 -2.0140
H -0.4636 -1.5718 2.4807
H 4.0979 -2.9567 -3.4460
H -5.3325 -1.4093 0.1765
H -2.6459 -3.1173 1.8407
H -7.0059 -0.8677 -0.0350
*
```

Q: What is the formula in the second record?
A: C22H28N2O6

Q: Which of these has the lowest frontier orbital gap?
A: C22H28N2O5

Q: Look up the energy above the lowest of the compared OMol25 structures with the same formula, charge and spin of the second one.
A: 16.2 kcal per mole